Run one
35
Properties=species:S:1:pos:R:3 method="wB97M-V/def2-TZVPD" lumo_energy_ev=2.48 homo_energy_ev=-6.4 total_charge=-1 multiplicity=1
O -0.8243 1.0901 -0.2614
H 1.3835 -3.4990 -3.3191
H -1.4154 -1.0629 0.6453
O 1.3900 0.7539 0.8908
H 0.8524 0.1965 1.2571
H 0.7506 1.0905 0.3132
O -2.9010 2.2248 1.6672
H -3.4261 2.2361 0.8242
O -0.5640 -1.3490 0.7991
H -1.1127 2.3888 -0.4357
H -0.1043 -1.4489 -0.1022
O 0.8225 -3.0564 -2.6740
H 2.8896 -0.2538 1.3399
H 1.9868 3.1689 -0.4294
O -4.0059 -1.1868 1.3465
H -0.2648 -1.1040 -2.1282
H 2.1166 1.1102 -3.8833
O -1.2132 3.2772 0.1730
H -0.3903 3.2260 0.6622
H -3.1619 -0.9418 1.3310
O -0.8734 -2.6755 3.1465
H -0.2980 -2.3443 2.3532
H -1.5605 -3.2857 2.7027
O 3.1492 -1.2030 1.2101
H 2.2695 -1.6533 1.2416
H 2.0397 2.4472 0.8842
O 0.3293 -0.8753 -1.3352
H -1.4137 0.7360 -0.8753
H 3.0789 0.2486 -3.6720
O 2.2734 0.0781 -4.1901
H 0.0194 0.1127 -0.9146
H -4.0152 -1.5283 2.1936
O 2.6655 3.1444 0.3371
H -1.9446 2.3780 1.4125
H 1.4724 -2.4398 -2.5107

---

Run two
35
Properties=species:S:1:pos:R:3 method="wB97M-V/def2-TZVPD" lumo_energy_ev=2.73 homo_energy_ev=-7.0 total_charge=-1 multiplicity=1
O -3.5502 -1.8030 0.4124
H 3.2809 1.4982 -2.1594
H -1.0660 1.6871 0.2303
O 1.6864 0.2197 -0.1019
H 0.7112 0.0367 -0.4736
H 2.3298 -0.4015 -0.2608
O -1.6746 -0.4479 1.8833
H -1.4056 0.0506 2.5623
O -1.0238 0.7080 -0.1540
H 0.1281 2.3854 -1.9035
H -1.0522 -0.1291 0.7201
O 3.7934 0.5926 -2.1296
H 1.8909 -3.5652 -1.5654
H -0.1903 4.5705 0.7844
O -1.1166 -2.8379 2.3760
H -4.0917 -0.9283 -0.8067
H 2.3857 2.9464 -0.6608
O 0.6011 2.4423 -1.1289
H 0.2016 1.7350 -0.3711
H -0.2986 -2.7268 2.7130
O 0.0412 -1.8060 -0.2376
H -0.9073 -1.6346 -0.1434
H 0.2970 -1.8160 0.6924
O 2.1702 -4.0405 -0.7552
H 1.7528 -3.4782 0.0030
H 0.6538 3.6585 1.0830
O -4.5852 -0.5072 -1.6596
H -3.1294 -2.6559 0.4687
H 3.1270 1.8985 0.2009
O 3.0348 2.9215 -0.0324
H -3.9963 0.1895 -1.9543
H -1.4559 -1.9083 2.2870
O 0.5093 4.3993 1.4591
H -2.8926 -1.1293 0.9300
H 4.6387 0.9906 -1.8304

---

Run three
35
Properties=species:S:1:pos:R:3 method="wB97M-V/def2-TZVPD" lumo_energy_ev=2.84 homo_energy_ev=-7.2 total_charge=-1 multiplicity=1
O 0.2020 -1.6146 -0.8585
H 2.2681 2.9791 -1.9711
H 0.6222 -0.8321 0.3975
O -0.9270 1.3725 0.1876
H -0.1856 0.7091 0.4459
H -0.6455 1.2229 -0.8965
O -0.9475 -4.3235 1.0766
H -0.6016 -3.5937 0.5613
O 1.0440 -0.2847 1.2240
H -1.9179 -1.5186 -1.3977
H 2.0055 0.0936 1.0768
O 1.4110 3.2729 -2.0693
H 0.0477 2.7790 1.5514
H -3.3905 -0.6411 0.0836
O 2.2167 -2.6043 0.4371
H 0.3127 0.5969 -2.8116
H -2.3756 2.2436 -1.5872
O -2.7065 -2.0999 -1.1579
H -2.5334 -2.5626 -0.3518
H 1.6639 -2.9550 1.1328
O 3.6323 -0.1884 3.3549
H 2.9964 -0.4708 2.6460
H 4.2050 0.2708 2.7860
O 0.0576 3.5784 1.9619
H 0.4938 4.2160 1.5956
H -3.7134 0.2674 1.2320
O 0.7829 0.5850 -2.0164
H 0.7703 -2.1215 -1.4113
H -1.1036 3.1105 -1.4881
O -1.5845 2.5222 -2.1614
H 0.5039 -0.3208 -1.4026
H 1.7991 -1.9207 -0.1260
O -3.9655 0.0431 0.3274
H -1.5936 -4.2236 1.7761
H 1.1567 2.4129 -2.1473

---

Quick ranking, most stable first: run three, run two, run one.

---

Run one
14
Properties=species:S:1:pos:R:3 method="wB97M-V/def2-TZVPD" lumo_energy_ev=0.81 homo_energy_ev=-8.7 total_charge=0 multiplicity=1 smiles="[H]/N=C(/N)N(C)N"
C -1.6271 0.8640 0.2203
C 0.8413 0.1800 0.0281
H -2.6838 0.9230 -0.2233
H -1.7691 0.6450 1.2761
H -1.2849 1.9554 0.2858
H -1.6771 -1.2664 0.6393
H -1.6330 -1.5125 -0.9061
H 1.2766 -1.7503 0.6430
H 2.4937 -0.7900 0.2941
H 0.5279 1.9326 -0.2592
N -0.5743 0.0101 -0.3359
N -1.0082 -1.3637 -0.1125
N 1.5837 -0.9137 0.1238
N 1.3509 1.3529 -0.1382

---

Run two
14
Properties=species:S:1:pos:R:3 method="wB97M-V/def2-TZVPD" lumo_energy_ev="0.64 / 0.64" homo_energy_ev="-7.1 / -7.1" total_charge=0 multiplicity=1
C 0.0525 1.0123 -0.2060
N 0.5986 0.0930 0.8429
N 0.3354 0.5404 -1.4318
N -0.5409 2.0311 0.2499
H -0.0491 0.9842 -2.2485
H 0.8600 -0.3655 -1.4306
H 0.3852 0.5291 1.7448
H 1.7191 -0.1577 0.5603
H -0.8434 2.6809 -0.4707
C -1.1107 -1.4583 0.6626
N 0.1626 -1.2849 0.8816
H 1.6638 -1.3589 -0.1294
H -1.7407 -0.8098 0.0570
H -1.4925 -2.4360 0.9179

---

Run three
14
Properties=species:S:1:pos:R:3 method="wB97M-V/def2-TZVPD" lumo_energy_ev=0.91 homo_energy_ev=-7.7 total_charge=0 multiplicity=1 smiles="[H]/N=C(/N)N(C)N"
C -1.3694 1.1619 0.3335
C 0.7890 0.1265 -0.0095
H -2.4788 0.9984 0.0232
H -1.2745 1.0154 1.3345
H -1.0203 2.2616 0.0461
H -2.1997 -1.2095 -0.4716
H -0.5669 -1.9320 -0.7178
H 0.8483 -1.8166 0.8784
H 2.2316 -0.7830 0.3219
H 1.0827 1.9727 -0.3289
N -0.6609 0.0489 -0.2663
N -1.2313 -1.2424 -0.1589
N 1.3198 -1.0791 0.2951
N 1.5524 1.0959 -0.3027

---

Quick ranking, most stable first: run one, run three, run two.

---

Run one
27
Properties=species:S:1:pos:R:3 method="wB97M-V/def2-TZVPD" lumo_energy_ev=3.64 homo_energy_ev=-3.7 total_charge=-1 multiplicity=1
C 0.3724 0.9373 -1.3994
N 0.5077 -0.5148 -1.3520
C -0.7661 -1.3641 -1.6975
O -1.4422 -1.5865 -0.6154
C 0.6851 1.4930 0.0633
C 0.3572 3.0062 -0.1373
N 1.9575 1.3196 0.7103
C 2.1769 0.0957 1.5642
H -0.7507 1.1617 -1.5984
H 1.2119 1.3511 -2.0442
H 0.9484 -0.9214 -0.5719
H -1.4252 -0.9398 -2.4658
H -0.4126 -2.4011 -1.9875
H -0.1071 0.9988 0.7638
H 1.1702 3.5466 -0.5624
H -0.5281 2.9878 -0.8230
H 0.1200 3.5610 0.6907
H 2.2711 2.2038 1.0292
H 2.5596 -0.6485 0.8609
H 2.8410 0.1549 2.4221
H 1.1925 -0.1858 1.7954
H -0.3300 -2.7491 2.0465
H -0.3449 -1.7891 0.7115
O 0.2167 -2.2711 1.4813
H -2.7967 -1.0059 0.0000
H -2.9512 -0.5383 1.3519
O -3.3843 -0.5710 0.6983

---

Run two
27
Properties=species:S:1:pos:R:3 method="wB97M-V/def2-TZVPD" lumo_energy_ev=3.52 homo_energy_ev=-4.8 total_charge=-1 multiplicity=1
N -1.5663 -1.5285 -0.0594
C -0.5489 -0.6163 0.4325
C 0.7840 -1.3697 0.4813
C 1.5233 -1.6016 -0.8893
O 0.6867 -1.8866 -2.0342
C -0.9110 -0.0705 1.8643
N -0.8832 1.4295 1.9370
C 0.4432 1.8714 2.4310
H -2.3655 -0.9702 -0.4026
H -1.2121 -1.9830 -0.8942
H -0.5159 0.2553 -0.2490
H 0.6617 -2.3245 1.0127
H 1.4567 -0.8014 1.1802
H 2.0765 -2.5348 -0.9847
H 2.1328 -0.7102 -1.0597
H -1.9880 -0.3303 1.8673
H -0.1626 -0.4366 2.5886
H -0.8771 1.7631 0.9808
H 0.4803 2.9242 2.7293
H 1.2616 1.8517 1.6850
H 0.8819 1.3544 3.2951
H 0.0491 0.3346 -3.5985
H 0.1008 -0.9706 -2.3694
O -0.6281 0.0513 -2.9740
H 0.4482 2.4260 -2.3436
H -0.8135 1.4204 -2.3152
O -0.5146 2.4530 -2.3114

---

Quick ranking, most stable first: run two, run one.

---

Run one
14
Properties=species:S:1:pos:R:3 method="wB97M-V/def2-TZVPD" lumo_energy_ev=0.56 homo_energy_ev=-8.3 total_charge=0 multiplicity=1 smiles="C=C(Cl)SC.N=C=O"
C -1.8502 -2.2929 -0.1443
C -0.7644 0.9874 1.6008
C -0.3711 1.0430 0.3280
C 1.1744 -0.0460 -1.8604
N -1.9644 -1.8796 0.9688
O -1.4573 -2.7828 -1.1052
S 1.0933 0.1946 -0.0520
Cl -1.3104 1.8986 -0.8179
H -1.6496 1.4668 2.1131
H -0.2259 0.4391 2.3545
H 1.6231 0.7882 -2.2896
H 0.0572 -0.0516 -2.1659
H 1.7811 -1.0519 -2.0242
H -2.7733 -1.4699 1.3685

---

Run two
14
Properties=species:S:1:pos:R:3 method="wB97M-V/def2-TZVPD" lumo_energy_ev="-0.91 / -0.91" homo_energy_ev="-9.8 / -9.8" total_charge=0 multiplicity=1
C -0.5165 -2.0420 -0.9820
C 0.5108 -0.1761 0.9473
C -0.0271 0.5704 -0.1738
C -0.3038 -1.0133 -1.8631
N -0.7144 -2.8556 -0.1994
O 1.0794 0.3749 -3.3617
S 1.2654 -0.8485 -2.6723
Cl 1.1235 -2.3519 -4.1184
H 1.3622 0.3440 1.3211
H -0.1593 -0.3954 1.7165
H 0.8643 -1.1012 0.5909
H 0.4702 1.3291 -0.6940
H -1.1829 0.6765 -0.1287
H -1.2582 -0.7243 -2.3244

---

Quick ranking, most stable first: run one, run two.

---

Run one
14
Properties=species:S:1:pos:R:3 method="wB97M-V/def2-TZVPD" lumo_energy_ev=-3.74 homo_energy_ev=-13.0 total_charge=+1 multiplicity=1
C 1.3483 -0.2861 0.2581
N -2.7275 0.5390 -0.1133
N -2.4147 -0.3376 0.8350
N -1.4754 0.3785 -0.5721
N -1.1170 -0.4163 0.4458
N 1.3690 0.9708 0.3667
N 1.6821 -0.9329 -0.8437
H 1.3675 -0.7847 1.3150
H -0.7674 0.8213 -1.2381
H 1.2485 1.5413 1.1557
H 1.2021 1.4443 -0.5214
H 1.8006 -0.2648 -1.7077
H -2.9410 -0.7543 1.5602
H 1.4248 -1.9185 -0.9402

---

Run two
14
Properties=species:S:1:pos:R:3 method="wB97M-V/def2-TZVPD" lumo_energy_ev=-4.53 homo_energy_ev=-13.2 total_charge=+1 multiplicity=1
C 1.9673 0.1469 0.0372
N 0.8292 -2.1699 0.0578
N 2.0250 -2.3184 -0.0875
N 0.0375 -1.2382 0.0379
N 0.7481 0.0629 -0.0831
N 2.8797 1.1181 0.0388
N -2.4354 -0.0342 -0.0577
H 2.4883 -1.1364 -0.0454
H -1.5921 -0.7114 -0.0134
H 3.7860 0.9778 -0.2665
H 2.4751 2.0586 -0.0714
H -2.0529 0.7404 0.4939
H -3.2873 -0.5456 0.2130
H -2.3796 0.2752 -1.0646

---

Quick ranking, most stable first: run two, run one.

---

Run one
10
Properties=species:S:1:pos:R:3 method="wB97M-V/def2-TZVPD" lumo_energy_ev=-0.05 homo_energy_ev=-9.5 total_charge=0 multiplicity=1 smiles="C#CC(=O)SN=C"
C -0.9826 -2.4322 -0.9433
C 0.2978 1.2499 0.1941
C 0.6271 0.6542 1.4377
C 0.7665 0.1034 2.5092
H -0.9463 -3.4696 -0.6341
H -1.6369 -2.4380 -1.8889
H 0.4951 -0.5449 3.3939
N -0.2590 -1.5518 -0.2693
O 0.3190 2.3713 -0.1228
S -0.1815 0.0558 -1.0744

---

Run two
10
Properties=species:S:1:pos:R:3 method="wB97M-V/def2-TZVPD" lumo_energy_ev=-0.67 homo_energy_ev=-9.0 total_charge=0 multiplicity=1
C -0.6727 0.9901 0.9683
C 0.7352 -1.3036 -1.1071
C 2.1088 -0.9256 -1.2178
C 3.1052 -0.0919 -1.0793
H -0.0567 1.8848 1.3543
H 0.2140 -1.9304 -2.0374
H 4.1380 0.4785 -0.9194
N -0.2624 -0.8927 -0.2981
O 0.3231 0.1091 0.4772
S -2.2939 0.8081 0.9055

---

Quick ranking, most stable first: run one, run two.

---

Run one
17
Properties=species:S:1:pos:R:3 method="wB97M-V/def2-TZVPD" lumo_energy_ev="-0.88 / -0.88" homo_energy_ev="-8.0 / -8.0" total_charge=0 multiplicity=1
C -0.8523 0.9124 0.6502
C -0.6113 -0.2453 -1.5195
C -2.1673 0.3176 0.7620
C -1.9130 -0.5758 -1.3652
C 0.0411 0.2791 -0.4042
C -2.6924 -0.4210 -0.2166
C 2.6105 -0.1313 0.3879
C 1.3077 -0.1147 -0.2632
O 2.3275 -0.7451 -0.8859
I -4.6335 -1.1755 0.0830
I -1.4866 3.1264 0.0241
H -0.3797 1.1847 1.5903
H -0.0779 -0.5793 -2.3082
H -2.8680 0.5220 1.6216
H -2.3753 -0.8388 -2.3314
H 3.2612 0.6930 0.1403
H 3.0289 -0.6212 1.2409

---

Run two
17
Properties=species:S:1:pos:R:3 method="wB97M-V/def2-TZVPD" lumo_energy_ev="-2.20 / -2.20" homo_energy_ev="-8.4 / -8.4" total_charge=0 multiplicity=1
C 0.9900 -1.0233 0.5479
C -0.2256 0.5013 -0.8690
C 1.6055 -1.5693 -0.5530
C 0.3902 -0.0451 -1.9697
C 0.0471 0.0203 0.4329
C 1.2986 -1.0853 -1.8184
C -1.7787 1.6059 1.4304
C -0.5503 0.6352 1.5596
O -2.8343 0.8019 1.1925
I 2.2064 -1.9461 -3.5101
I -0.4348 -0.2404 3.4400
H 1.2360 -1.4031 1.5272
H -0.9500 1.2850 -1.0169
H 2.3034 -2.3822 -0.4326
H 0.1554 0.3290 -2.9552
H -1.8689 2.1786 2.3719
H -1.5899 2.3376 0.6225

---

Quick ranking, most stable first: run two, run one.

---

Run one
43
Properties=species:S:1:pos:R:3 method="wB97M-V/def2-TZVPD" lumo_energy_ev=-3.07 homo_energy_ev=-12.9 total_charge=+1 multiplicity=1
O -1.0199 1.4459 1.2549
H -0.4245 -3.1668 0.9585
O 3.3037 -2.6481 -2.3356
H -1.0406 1.4593 -2.9552
H 0.0229 -0.2475 1.8102
O -3.4393 -0.5009 -1.4593
H 2.7893 0.8571 4.2106
H -3.6769 -0.7483 -0.5442
O -0.5679 1.3228 -2.1244
H -3.0562 2.8104 -0.4463
H -1.0722 1.7466 -1.3933
O 2.3571 0.0621 -2.5746
H 2.8762 0.8510 -2.3977
H 2.8206 -0.7285 -2.2325
O -4.0185 -2.3908 0.2949
H 1.3358 0.0978 0.3247
H 2.6796 1.9527 3.0659
O 2.6534 -2.4511 1.7204
H 1.8580 -1.9314 1.5155
H 2.4853 -2.6524 -2.8339
O 0.1846 -3.8013 0.5484
H -0.4551 -4.0685 -0.1362
H 1.1668 0.3244 2.7113
O -2.1043 2.9162 -0.5220
H -0.8646 2.2481 0.7227
H -1.6799 1.7924 1.8736
O 1.5626 0.6430 -0.5243
H -1.0412 -0.3403 -0.3626
H -2.5596 -0.1391 -1.3335
O 2.1967 1.4431 3.7321
H -4.6706 -2.8501 0.8281
H -0.7947 4.6690 1.7034
O -0.2957 4.1652 1.0496
H -1.8952 3.5844 -1.1895
H -0.1916 4.7377 0.2834
O -1.0066 -1.2691 -0.1428
H 3.9762 -2.1468 -2.8004
H -0.8556 -1.7440 -0.9658
O 0.9809 -0.2444 1.9269
H 1.8146 0.0417 -1.2685
H -3.5298 -2.9756 -0.2886
H 0.7116 1.0530 -0.7989
H 2.4845 -3.1788 1.0949

---

Run two
43
Properties=species:S:1:pos:R:3 method="wB97M-V/def2-TZVPD" lumo_energy_ev=-3.04 homo_energy_ev=-13.4 total_charge=+1 multiplicity=1
O 0.8907 -2.8903 3.7484
H -1.1186 -2.0797 -0.4444
O 0.3140 1.0774 2.7740
H 0.2780 1.1119 3.7205
H 3.4405 1.1233 -1.8004
O -1.7117 -1.8618 0.5787
H -1.8875 1.4544 0.3902
H -1.6032 -0.8149 0.6938
O -0.9380 0.5947 -3.5649
H -2.0003 0.6585 -3.6264
H -0.6779 1.4308 -3.8863
O 1.7846 1.3738 0.1270
H 2.7584 1.1795 0.2567
H 1.8199 2.3244 0.2060
O 1.0871 -1.1518 -3.1343
H 1.9385 1.2810 -1.4014
H 0.3400 -1.8457 -1.9481
O 1.3206 -3.5176 0.7844
H 1.0221 -4.2412 1.1856
H 1.2598 -2.8715 1.5501
O -0.8230 3.6400 -3.2394
H -0.0954 4.1573 -2.8717
H 0.5901 -0.3181 -3.3980
O 3.0524 -1.0461 1.1833
H 4.0512 -1.2946 1.3824
H 0.0998 -3.2239 3.5453
O -0.0825 -2.6045 -1.2514
H -3.7269 0.3154 4.0744
H -2.5928 -1.9668 0.1136
O -1.3182 0.7679 0.7031
H 0.6396 -1.8073 -3.7882
H -3.8928 3.4129 -1.1051
O -2.9590 3.5244 -1.1987
H 2.8295 -1.4161 0.2069
H -2.3824 3.2670 -0.5659
O -2.9060 0.3672 3.9382
H 1.3921 0.9977 2.6564
H -3.0209 0.9409 3.1439
O 2.5841 1.2963 -2.1420
H 0.6720 -2.9047 -0.6211
H -0.6552 2.8861 -2.6586
H 0.7922 -2.3241 4.4852
H -0.5651 0.9979 1.1983

---

Run three
43
Properties=species:S:1:pos:R:3 method="wB97M-V/def2-TZVPD" lumo_energy_ev=-2.64 homo_energy_ev=-13.5 total_charge=+1 multiplicity=1
O -4.5103 -1.6408 0.0898
H 0.9851 2.2041 1.9606
O 0.4797 1.4102 0.8529
H -0.4796 1.3813 0.8053
H 0.5830 0.8290 3.0855
O -0.8215 1.7758 -2.6761
H 2.2954 -1.2305 0.3441
H -0.2669 2.4617 -3.0388
O -0.2951 4.2527 1.3752
H 0.2577 4.9341 0.8658
H -0.9160 4.7236 1.9625
O 0.2336 -0.9450 -3.9352
H 0.1850 -1.7449 -3.3949
H -0.0162 -0.2384 -3.2387
O -0.3224 -2.6973 -0.9356
H 0.6268 -2.6404 -0.9726
H -0.8626 -3.4840 -0.9830
O -1.1574 -0.6915 0.8628
H -0.9099 -1.5770 0.5880
H -1.0335 -0.0054 0.2235
O 2.0515 -2.5988 -2.9029
H 1.9247 -1.8449 -3.4923
H 2.3409 -3.1635 -3.6312
O -0.1626 -0.7616 3.2884
H -0.0245 -1.0548 2.3872
H -4.2261 -1.0615 -0.6364
O 0.7497 1.9404 3.0161
H -0.0143 2.3125 3.4579
H -1.4773 1.5972 -3.3506
O 1.7246 -0.6163 -0.1710
H 0.9459 0.5439 0.6043
H 3.9678 -2.5590 1.9671
O 3.0054 -2.4851 1.8108
H -1.1674 -0.8208 3.3365
H 2.8711 -3.4175 1.4957
O -2.2434 2.0155 2.4322
H -2.2296 2.9037 2.0795
H -3.1886 1.7283 2.6550
O 1.6124 0.7272 -2.2557
H 2.1753 0.5505 -2.9977
H 1.4616 1.4863 -1.6979
H -5.3683 -1.8869 -0.2609
H 1.2163 -0.6119 -0.9750

---

Quick ranking, most stable first: run one, run three, run two.